# 1
An isolated ion of composition C10H14N4 and charge +2 in a non-equilibrium geometry. Source: the OMol25 dataset; level of theory: ωB97M-V/def2-TZVPD.

Computed properties:
ΔE to the lowest compared entry with this formula, charge and spin: 0.143 eV
Orbital gap: 7.7 eV
Total charge: +2
Spin multiplicity: 1
Lowest unoccupied orbital energy: -8.45 eV

Element x y z (Å)
C -0.9057 -3.6253 1.0336
C 0.0658 -2.8247 1.4856
C -1.7980 -3.0808 0.1358
C 0.2322 -1.5114 1.0795
C -1.6485 -1.8077 -0.3323
C -0.5614 -1.0211 0.1013
C 0.8475 2.4361 0.5904
C 2.0637 2.4819 -0.0547
C -0.1662 1.5723 0.7193
C -0.3564 0.6288 -1.7127
N -0.3200 0.2562 -0.4177
N -0.2986 1.7929 -2.3003
N -1.0751 1.3931 1.6262
N 2.6073 1.5333 -0.8002
H -0.9121 -4.6607 1.3412
H 0.8082 -3.2317 2.2484
H -2.3820 -3.7044 -0.3988
H 1.0930 -1.0298 1.4513
H -2.2397 -1.5109 -1.1977
H 0.6896 3.1467 1.3101
H 2.4994 3.5185 -0.1522
H -0.5920 -0.2443 -2.3215
H -0.1909 2.7546 -1.9359
H -0.3102 1.7263 -3.2876
H -1.2379 2.1067 2.3790
H -1.6419 0.5441 1.6123
H 3.6297 1.6272 -1.2203
H 2.1001 0.7339 -0.9819

Löwdin atomic charge list, values in e, 6 entries: -0.0314, -0.0556, -0.0270, -0.0251, 0.0041, -0.2942

***

# 2
A 2-piece molecular cluster, C10H14NO overall in a non-equilibrium geometry. Source: the OMol25 dataset; level of theory: ωB97M-V/def2-TZVPD.

Computed properties:
ΔE to the lowest compared entry with this formula, charge and spin: 3.480 eV
Orbital gap: 7.5 eV
Total charge: +1
Spin multiplicity: 1
Lowest unoccupied orbital energy: -5.25 eV

Element x y z (Å)
C 2.9202 -1.0353 -0.2755
C 2.4181 -0.6037 -1.5265
C 2.5302 -0.4561 0.8825
C 1.4094 0.3647 -1.5174
C 1.4847 0.4054 0.8735
C 0.8039 0.7969 -0.2921
C -1.9864 -2.0257 0.7559
C -1.7649 -1.1867 1.9577
C -0.9771 2.0516 -1.6608
C -0.3802 1.5420 -0.3415
N -2.0692 -0.6132 0.6933
O -1.0145 1.9052 0.7652
H 3.6070 -1.8344 -0.2583
H 2.9405 -0.8221 -2.4853
H 3.0428 -0.8032 1.7814
H 1.0517 0.7549 -2.4536
H 0.9729 0.5954 1.8229
H -1.0899 -2.5232 0.2671
H -2.7586 -2.7864 0.6028
H -2.3835 -1.2060 2.8293
H -0.6570 -1.0633 2.1577
H -1.8343 1.4094 -1.8577
H -1.2345 2.9847 -1.2531
H -0.2931 2.0973 -2.4628
H -3.0322 -0.4320 0.4467
H -1.7061 2.4840 0.5486

Löwdin atomic charge list, values in e, 6 entries: -0.0204, -0.0056, -0.0544, 0.0253, 0.0129, -0.1530

***

# 3
One molecule with the formula C10H14OSe in a non-equilibrium geometry. Source: the OMol25 dataset; level of theory: ωB97M-V/def2-TZVPD.

Computed properties:
Orbital gap (spin up / spin down): 6.6 / 7.9 eV
Spin multiplicity: 3
Lowest unoccupied orbital energy (spin up / spin down): 0.69 / -1.44 eV

Element x y z (Å)
C 1.5640 -0.4379 3.0736
C 0.1501 -0.2596 2.9961
C 2.3548 -0.0981 1.9945
C -0.4012 0.2446 1.8800
C 1.7683 0.4385 0.8245
C 0.3662 0.4486 0.7329
C -2.3354 -0.4970 -0.8129
C -0.1484 -1.4321 -1.4968
C -0.9723 -0.1583 -1.4085
C -0.1454 0.8418 -0.6363
O 2.6557 2.4171 -1.8104
Se 0.6404 2.3339 -1.3324
H 2.0376 -0.8672 3.9497
H -0.5007 -0.5934 3.8249
H 3.3742 -0.4426 2.2313
H -1.4634 0.3623 1.7104
H 2.4092 0.5671 -0.0163
H -3.0491 0.4010 -0.7544
H -2.3420 -1.2928 0.0152
H -2.9800 -0.9857 -1.6059
H -0.0977 -2.0232 -0.5505
H -0.6213 -2.0276 -2.3313
H 0.9715 -1.1493 -1.6342
H -1.2027 0.2568 -2.4156
H 2.5750 2.7749 -2.7094
H 0.9111 2.7421 -0.0997

Löwdin atomic charge list, values in e, 6 entries: -0.0887, -0.0814, -0.0718, -0.0654, -0.0538, -0.2723